No. 1
Formula: C15H34INO7PS
Source: the Open Molecules 2025 dataset
Level of theory: ωB97M-V/def2-TZVPD

Calculated values
Spin multiplicity   1
Total charge   +1
E   -60143.3633 eV

Last column: Mulliken charge in e.
CARTESIAN COORDINATES (ANGSTROEM)
C -2.34 0.24 -2.84  -1.132
C -1.16 0.68 -3.32  -0.612
C -0.21 -0.15 -4.15  2.319
C 0.74 0.84 -4.87  -1.585
S 1.87 0.17 -6.08  0.966
O 2.44 -1.03 -5.53  -0.550
O 2.69 1.24 -6.55  -0.600
C 0.60 -1.12 -3.21  -0.729
C 0.31 -2.52 -3.74  -0.888
N -1.10 -2.33 -4.26  0.070
P -2.09 -3.82 -4.81  0.049
O -3.00 -3.03 -5.89  -0.429
I -0.44 -4.86 -6.19  0.111
C -0.94 -1.12 -5.11  -1.533
H -2.65 0.50 -1.83  0.246
H -3.03 -0.37 -3.42  0.392
H -0.89 1.71 -3.11  0.549
H 1.39 1.29 -4.13  0.440
H 0.19 1.64 -5.37  0.521
H 1.04 -0.17 -7.10  0.151
H 0.17 -1.04 -2.21  0.157
H 1.66 -0.90 -3.14  0.445
H 0.97 -2.73 -4.58  0.524
H 0.33 -3.32 -3.00  0.450
H -1.60 -2.03 -3.42  0.521
H -3.92 -3.01 -5.63  0.368
H -1.89 -0.76 -5.50  0.256
H -0.29 -1.41 -5.93  0.523
C -0.34 3.52 2.23  -0.829
O -0.03 2.19 2.61  -0.281
C -1.04 1.26 2.30  -0.550
C -0.70 0.49 1.04  -0.583
O -0.65 1.32 -0.12  -0.256
C 0.67 1.72 -0.45  -0.864
H 0.58 4.10 2.25  0.267
H -0.76 3.56 1.22  0.330
H -1.05 3.97 2.93  0.322
H -2.01 1.76 2.19  0.313
H -1.11 0.55 3.13  0.399
H -1.49 -0.25 0.86  0.398
H 0.25 -0.04 1.17  0.338
H 1.20 0.90 -0.96  0.237
H 1.24 2.02 0.42  0.502
H 0.60 2.57 -1.13  0.267
C 0.76 -0.76 8.42  -0.676
O 1.92 -0.46 7.66  -0.369
C 2.00 -1.14 6.43  -0.681
C 1.55 -0.28 5.27  -0.347
O 0.18 0.08 5.35  -0.364
C -0.03 1.38 5.88  -0.801
H 0.67 0.01 9.19  0.248
H -0.14 -0.75 7.80  0.279
H 0.86 -1.74 8.91  0.324
H 1.40 -2.06 6.46  0.331
H 3.04 -1.42 6.28  0.389
H 1.69 -0.85 4.34  0.351
H 2.18 0.62 5.21  0.342
H 0.18 2.13 5.11  0.234
H 0.60 1.57 6.75  0.474
H -1.07 1.45 6.17  0.255

---

No. 2
Formula: C15H34NNdO2P2
Source: the Open Molecules 2025 dataset
Level of theory: ωB97M-V/def2-TZVPD

Calculated values
Relative energy (zero: lowest compared OMol25 entry of this formula, charge and spin)   22.2 kcal per mole
Spin multiplicity   4

Last column: Mulliken charge in e.
CARTESIAN COORDINATES (ANGSTROEM)
C -0.76 0.83 -4.07  -1.073
C -0.80 0.30 -2.76  0.539
N 0.15 0.65 -1.80  0.322
C 0.90 1.75 -2.07  0.503
C 0.89 2.37 -3.32  -0.972
C 0.09 1.88 -4.34  -0.430
C -1.79 -0.67 -2.41  -1.381
P -2.39 -0.78 -0.73  1.050
Nd 0.58 -1.02 0.18  0.663
P 2.19 1.34 0.44  0.830
C 1.71 2.40 -0.98  -0.966
O -0.62 -3.00 -3.02  -0.833
O -0.06 -3.21 -0.44  -0.365
H -1.46 0.47 -4.80  0.414
H 1.57 3.21 -3.47  0.401
H 0.08 2.37 -5.30  0.420
C -3.84 0.36 -0.90  -1.294
C -3.30 -2.39 -0.70  -1.301
H 2.61 2.87 -1.41  0.434
H 1.11 3.19 -0.51  0.375
H -0.95 -2.04 -3.00  0.319
H -2.53 -0.92 -3.19  0.440
C 2.74 2.56 1.67  -1.372
C 3.94 0.94 -0.23  -1.784
H 2.97 -1.80 -0.01  0.149
H 0.12 -4.08 -0.05  0.234
H -0.31 -3.30 -1.38  0.379
H 0.18 -2.90 -3.59  0.297
H 0.59 1.12 0.93  -0.044
H 3.25 -1.30 0.46  -0.132
H -4.61 -0.05 -1.58  0.361
H -4.28 0.51 0.10  0.400
H -3.50 1.33 -1.30  0.341
H -4.13 -2.44 -1.41  0.381
H -2.60 -3.22 -0.89  0.294
H -3.72 -2.53 0.31  0.401
H 4.59 1.82 -0.28  0.418
H 4.46 0.21 0.41  0.475
H 3.93 0.50 -1.23  0.372
H 3.65 3.09 1.37  0.411
H 1.91 3.26 1.79  0.389
H 2.92 2.04 2.61  0.354
C -1.69 0.15 3.59  -1.347
C -0.18 -0.15 3.64  1.454
C 0.25 -0.46 5.08  -1.562
C 0.20 -1.28 2.65  -1.411
H -2.27 -0.71 3.96  0.314
H -2.03 0.36 2.56  0.151
H -1.94 1.01 4.22  0.408
H 0.35 0.76 3.29  -0.236
H -0.29 -1.34 5.44  0.317
H 1.33 -0.66 5.11  0.362
H 0.05 0.36 5.78  0.404
H 1.23 -1.64 2.85  0.369
H -0.49 -2.13 2.73  0.358

---

No. 3
Formula: C15H35AlBrCaCl5FN2O8PS
Source: the Open Molecules 2025 dataset
Level of theory: ωB97M-V/def2-TZVPD

Calculated values
Spin multiplicity   1
Total charge   +2
E   -215993.3199 eV

Last column: Mulliken charge in e.
CARTESIAN COORDINATES (ANGSTROEM)
N -3.86 0.00 3.98  -0.400
C -3.82 1.44 3.86  -0.118
C -4.63 2.21 4.93  -0.230
C -3.49 2.11 6.04  -0.729
C -2.26 2.44 5.20  0.167
S -0.82 3.19 5.95  0.025
N -2.49 2.05 3.99  0.332
H -2.96 -0.41 4.21  0.318
H -4.55 -0.29 4.67  0.309
H -4.18 1.70 2.86  0.024
H -5.59 1.77 5.18  0.415
H -4.74 3.29 4.65  -0.299
H -3.36 1.03 6.19  0.400
H -3.64 2.63 6.98  0.501
H -1.36 4.36 6.60  0.277
H -1.81 2.19 3.24  0.195
Cl -2.79 4.98 3.98  -0.667
C -3.53 0.66 -0.13  -0.543
Cl -2.09 0.89 0.96  -0.169
Cl -4.72 1.92 0.09  -0.119
H -3.19 0.69 -1.17  0.412
H -3.98 -0.30 0.09  0.508
Al -1.36 -1.12 -0.94  0.864
F -4.37 -0.50 -1.98  -0.647
C -4.94 8.61 4.77  0.653
O -4.06 9.20 4.16  -0.478
O -4.70 7.11 4.71  -0.637
O -5.91 8.94 5.41  -0.448
H -3.88 7.17 4.17  0.309
Br -0.20 5.73 6.21  0.058
Ca -4.63 5.05 5.42  1.695
C 3.94 -1.22 -1.00  -0.945
C 3.10 -0.11 -0.39  -0.333
O 1.89 -0.63 0.20  -0.475
H 3.37 -1.75 -1.76  0.184
H 4.84 -0.82 -1.45  0.318
H 4.23 -1.95 -0.24  0.409
H 2.80 0.61 -1.15  0.288
H 3.67 0.42 0.38  0.307
H 2.15 -1.26 0.88  0.268
O 3.15 -3.85 -3.64  -0.740
P 2.42 -4.21 -4.87  0.900
O 3.41 -3.98 -6.12  -0.236
C 4.67 -4.66 -6.15  -0.305
C 4.53 -6.15 -6.40  -0.923
O 1.36 -2.97 -5.08  -0.373
C 0.93 -2.21 -3.97  -0.397
C 1.60 -0.85 -3.97  -0.963
O 1.51 -5.37 -5.43  -0.270
C 0.45 -5.22 -6.40  -0.153
C 0.94 -4.95 -7.80  -0.939
H 5.21 -4.47 -5.22  0.264
H 5.23 -4.19 -6.96  0.332
H 4.01 -6.64 -5.57  0.273
H 5.51 -6.61 -6.51  0.407
H 3.95 -6.34 -7.30  0.178
H 1.13 -2.74 -3.04  0.321
H -0.16 -2.09 -4.05  0.373
H 2.68 -0.95 -4.07  0.286
H 1.39 -0.31 -3.04  0.082
H 1.24 -0.25 -4.80  0.405
H -0.27 -4.47 -6.07  0.222
H -0.08 -6.17 -6.38  0.348
H 1.32 -3.93 -7.90  0.279
H 0.11 -5.07 -8.50  0.407
H 1.74 -5.64 -8.08  0.170
C 4.03 4.31 7.56  -0.354
Cl 5.14 5.64 7.82  -0.101
Cl 2.51 4.88 6.79  -0.081
H 4.49 3.58 6.90  0.303
H 3.77 3.86 8.52  0.287

---

Question: What is the spin multiplicity in the first record?
Answer: 1